Record 1
The following is a quantum chemistry calculation of 13 unconnected molecules or ions with the total composition C4H24BO20, from the Open Molecules 2025 dataset.

ΔE to the lowest compared entry with this formula, charge and spin   0.644 eV
Gap between HOMO and LUMO   10.50 eV
Max |F|   0.018 Eh/bohr
Charge   -1
DFT total energy   -1696.844221 a.u.

Geometry (Å):
O -2.750 17.879 3.729
C -3.616 18.287 3.002
O -4.572 19.144 3.346
B -5.568 19.155 2.272
O -4.885 18.597 1.080
C -3.820 17.941 1.509
O -3.098 17.230 0.875
O -6.147 20.488 2.059
C -7.465 20.398 2.035
O -8.251 21.296 1.916
C -7.857 18.942 2.379
O -6.733 18.275 2.574
O -8.975 18.558 2.564
O -1.906 21.124 2.233
H -2.550 21.829 2.352
H -1.910 20.663 3.079
O -5.094 21.926 4.812
H -6.020 22.187 4.829
H -5.053 21.193 4.185
O -11.638 19.502 4.110
H -11.315 19.121 4.931
H -11.058 19.128 3.437
O -2.405 20.410 5.192
H -2.825 19.557 5.016
H -1.624 20.193 5.711
O -9.747 23.646 2.468
H -10.531 23.130 2.672
H -9.044 22.983 2.412
O -5.390 16.912 -1.446
H -5.260 17.666 -2.027
H -4.956 17.168 -0.624
O -2.825 14.783 4.028
H -1.945 14.978 4.358
H -3.381 15.471 4.405
O -6.823 17.016 5.802
H -6.164 17.668 6.085
H -6.707 16.947 4.850
O -4.998 19.171 6.276
H -4.694 19.954 5.796
H -4.446 19.135 7.063
O 0.165 17.639 3.727
H -0.007 16.991 4.413
H -0.716 17.931 3.457
O -11.229 16.606 1.724
H -10.275 16.560 1.600
H -11.498 17.373 1.210
O -0.555 17.101 -0.568
H -0.676 17.014 -1.517
H -1.452 17.113 -0.208

Record 2
The following is a quantum chemistry calculation of 16 unconnected molecules or ions with the total composition C4H24F12O24S4, from the Open Molecules 2025 dataset.

Gap between HOMO and LUMO   7.57 eV
Max |F|   0.035 Eh/bohr
Charge   -4
DFT total energy   -4763.837989 a.u.

Geometry (Å):
C -4.233 0.017 -0.353
F -3.221 0.356 0.445
F -3.799 -0.145 -1.611
F -4.628 -1.197 0.069
S -5.653 1.247 -0.320
O -6.826 0.467 -0.694
O -5.683 1.669 1.065
O -5.331 2.278 -1.294
C -2.325 2.076 -4.883
F -2.907 2.366 -3.708
F -1.022 1.863 -4.717
F -2.894 0.918 -5.282
S -2.590 3.437 -6.154
O -2.250 4.642 -5.423
O -1.628 3.113 -7.196
O -3.994 3.316 -6.500
C 0.251 0.137 0.884
F -0.569 -0.371 1.792
F -0.436 0.707 -0.084
F 1.100 0.986 1.478
S 1.202 -1.291 0.117
O 0.169 -2.113 -0.500
O 2.097 -0.669 -0.850
O 1.996 -1.955 1.136
C 1.580 1.490 5.474
F 2.596 1.663 6.348
F 2.045 1.877 4.264
F 1.261 0.209 5.429
S 0.138 2.548 6.016
O -0.811 2.373 4.946
O -0.267 1.866 7.240
O 0.738 3.856 6.173
O 1.128 -3.552 -2.629
H 0.508 -2.972 -2.158
H 0.857 -4.434 -2.356
O 3.886 1.227 2.006
H 4.598 0.844 2.526
H 3.081 0.918 2.442
O 5.022 -1.867 1.208
H 5.330 -1.218 0.565
H 4.206 -1.483 1.557
O 2.044 3.882 1.994
H 2.918 3.894 2.391
H 1.724 2.986 2.139
O -1.689 -2.954 2.248
H -1.180 -2.482 1.578
H -1.529 -3.879 2.039
O 2.780 -2.366 3.716
H 2.947 -3.303 3.843
H 2.601 -2.281 2.763
O -2.918 -3.009 -2.057
H -2.321 -2.268 -1.893
H -2.940 -3.093 -3.014
O -0.996 -4.663 -0.511
H -0.766 -3.718 -0.559
H -1.455 -4.818 -1.342
O 4.263 -3.684 -0.792
H 4.422 -3.045 -0.074
H 3.324 -3.590 -0.990
O -2.809 3.790 -1.296
H -2.414 3.456 -2.109
H -3.753 3.611 -1.414
O 2.180 -0.776 -3.995
H 1.883 -0.973 -3.096
H 1.376 -0.539 -4.465
O 3.153 1.845 -0.787
H 2.893 0.914 -0.880
H 3.542 1.865 0.096

Record 3
The following is a quantum chemistry calculation of 8 unconnected molecules or ions with the total composition C4H24N2O9, from the Open Molecules 2025 dataset.

ΔE to the lowest compared entry with this formula, charge and spin   0.964 eV
Gap between HOMO and LUMO   10.16 eV
SMILES   O=CNCCNCO.O.O.O.O.O.O.O
Max |F|   0.088 Eh/bohr
DFT total energy   -953.514209 a.u.

Geometry (Å):
C 0.526 2.578 -0.603
N -0.101 1.815 -1.707
C -1.456 1.828 -1.835
O -2.169 2.514 -1.132
C 0.085 2.098 0.801
N 0.472 0.676 0.997
C 0.394 0.242 2.425
O 1.251 -0.883 2.543
H 1.617 2.496 -0.680
H 0.248 3.661 -0.725
H 0.477 1.109 -2.089
H -1.838 1.213 -2.692
H -1.013 2.277 0.893
H 0.593 2.753 1.597
H -0.117 0.066 0.401
H 0.771 1.077 3.031
H -0.602 -0.168 2.676
H 2.192 -0.687 2.205
H -4.266 0.825 0.583
H -3.046 1.524 -0.096
O -3.369 0.862 0.582
H -0.817 -2.363 0.874
H 0.439 -2.204 1.796
O -0.032 -2.890 1.295
H 2.575 0.585 0.795
H 3.594 0.984 1.839
O 3.329 0.255 1.270
H -0.995 -1.681 -3.005
H 0.134 -1.054 -2.184
O -0.787 -0.959 -2.476
H 0.871 -3.408 -0.045
H 2.211 -4.028 -0.384
O 1.518 -3.569 -0.762
H -1.550 -1.066 -0.818
H -2.383 -0.597 0.387
O -1.794 -1.279 0.065
H 1.748 -0.674 -0.703
H 1.749 -2.021 -1.419
O 1.733 -1.064 -1.609

Record 4
The following is a quantum chemistry calculation of 8 unconnected molecules or ions with the total composition C4H24N2O9, from the Open Molecules 2025 dataset.

ΔE to the lowest compared entry with this formula, charge and spin   1.966 eV
Gap between HOMO and LUMO   9.47 eV
SMILES   NC(=O)C[C@@H](N)CO.O.O.O.O.O.O.O
Max |F|   0.047 Eh/bohr
DFT total energy   -953.477390 a.u.

Geometry (Å):
C 0.384 -2.297 0.729
O 0.005 -1.808 2.006
C -0.015 -1.163 -0.278
C 0.448 -1.486 -1.691
C 0.236 -0.328 -2.601
N 0.696 0.877 -2.126
O -0.449 -0.419 -3.605
N -1.461 -0.961 -0.187
H -0.234 -3.221 0.664
H 1.442 -2.602 0.794
H 0.482 -0.308 0.198
H -0.091 -2.399 -1.935
H 1.481 -1.886 -1.654
H 0.814 1.659 -2.743
H 1.256 0.858 -1.283
H -1.862 -0.172 -0.699
H -0.919 -1.792 2.249
H -1.903 -1.817 -0.507
H -2.761 -1.178 -2.850
H -3.732 -0.362 -2.140
O -3.377 -1.262 -2.104
H 2.822 0.381 2.558
H 3.748 -0.766 2.279
O 3.615 0.157 2.030
H -1.740 2.004 -0.723
H -1.723 1.336 -2.057
O -2.317 1.489 -1.307
H -1.841 0.997 1.616
H -3.301 1.773 1.918
O -2.418 1.759 1.550
H 0.988 0.005 2.142
H 0.542 1.380 2.073
O 1.001 0.804 2.704
H 0.436 3.880 2.435
H -0.734 2.931 2.246
O 0.105 3.207 1.826
H 3.663 0.178 0.211
H 3.680 0.435 -1.194
O 3.032 0.117 -0.544

Record 5
The following is a quantum chemistry calculation of 9 unconnected molecules or ions with the total composition C4H25NO10, from the Open Molecules 2025 dataset.

ΔE to the lowest compared entry with this formula, charge and spin   2.482 eV
Gap between HOMO and LUMO   10.07 eV
SMILES   C[C@@H](CO)NC=O.O.O.O.O.O.O.O.O
Max |F|   0.070 Eh/bohr
DFT total energy   -974.551153 a.u.

Geometry (Å):
C 0.039 -1.650 -0.827
N -0.244 -0.514 -1.497
C -1.616 1.589 -1.665
C -1.536 0.080 -1.342
C -2.590 -0.500 -2.351
O -3.397 -1.486 -1.692
O -0.786 -2.282 -0.178
H 1.039 -2.072 -0.979
H 0.501 0.150 -1.714
H -0.817 2.146 -1.071
H -2.531 2.063 -1.354
H -1.331 1.811 -2.730
H -2.047 -0.041 -0.351
H -3.304 0.307 -2.613
H -2.224 -0.916 -3.301
H -2.769 -1.959 -1.091
H 2.987 -0.567 0.861
H 2.087 0.580 1.083
O 2.038 -0.390 0.935
H 3.377 2.916 -1.350
H 3.012 2.793 0.105
O 2.915 2.329 -0.740
H 0.817 -1.136 4.203
H -0.175 -0.420 3.172
O 0.367 -0.326 3.958
H -1.873 2.294 1.401
H -1.100 3.512 1.127
O -1.077 2.749 1.718
H -4.023 0.658 -0.058
H -4.235 1.036 1.508
O -3.857 1.274 0.661
H 1.366 2.585 2.134
H 1.978 1.413 2.883
O 2.192 2.097 2.244
H 1.882 -3.500 0.977
H 1.109 -3.795 -0.242
O 1.976 -3.981 0.142
H 3.416 -0.588 -1.807
H 3.863 0.579 -0.872
O 4.024 -0.347 -1.102

Record 6
The following is a quantum chemistry calculation of a molecular structure, C4H25O10, from the Open Molecules 2025 dataset.

ΔE to the lowest compared entry with this formula, charge and spin   2.846 eV
Gap between HOMO and LUMO   8.84 eV
Max |F|   0.160 Eh/bohr
Charge   -1
DFT total energy   -919.748612 a.u.

Geometry (Å):
C -1.515 -1.560 -1.214
C -2.386 -0.365 -1.206
C -1.665 0.753 -0.189
O -1.860 0.536 1.195
C -0.205 -1.292 -1.997
O 0.774 -2.421 -1.957
H -1.163 -2.020 -0.206
H -2.043 -2.465 -1.600
H -3.349 -0.388 -0.749
H -2.517 0.148 -2.196
H -0.567 0.711 -0.291
H -2.053 1.688 -0.556
H 0.293 -0.414 -1.671
H -0.450 -1.022 -3.105
H 0.339 -3.178 -1.485
H 1.501 1.908 -1.033
H 0.919 3.401 -1.198
O 1.718 2.883 -1.463
H -2.863 -1.197 1.678
H -2.460 -1.687 3.027
O -2.329 -1.898 2.203
H 2.477 0.561 -0.476
H 1.168 0.483 0.592
O 1.440 0.659 -0.296
H 1.107 -2.296 1.674
H 0.994 -1.171 2.480
O 1.363 -2.083 2.465
H 1.391 0.948 -4.206
H 0.126 1.440 -3.420
O 0.399 0.979 -4.224
H 1.245 2.724 1.738
H 0.041 2.122 2.191
O 0.522 2.994 2.356
H -0.833 0.083 1.737
H 0.625 0.601 2.901
O 0.477 0.115 2.099
H 2.623 0.389 1.873
H 3.175 -0.774 2.462
O 3.539 0.104 2.069

Record 7
The following is a quantum chemistry calculation of 10 unconnected molecules or ions with the total composition C4H25O12, from the Open Molecules 2025 dataset.

Gap between HOMO and LUMO   8.80 eV
Max |F|   0.113 Eh/bohr
Charge   -1
DFT total energy   -1070.344126 a.u.

Geometry (Å):
C -2.107 -2.188 -1.655
O -2.648 -2.183 -0.329
C -0.710 -1.578 -1.725
C -0.717 -0.056 -1.809
C 0.738 0.416 -1.715
O 1.097 1.204 -0.749
O 1.512 -0.032 -2.558
H -2.008 -3.239 -2.035
H -2.897 -1.782 -2.299
H -0.146 -1.982 -2.570
H -0.151 -2.069 -0.915
H -1.025 0.236 -2.806
H -1.328 0.418 -1.038
H 0.117 0.736 1.382
H 0.415 3.135 1.006
H -0.266 1.925 0.456
O -0.061 2.264 1.351
H 0.105 0.517 3.000
H -0.156 -1.331 1.439
O 0.426 0.193 2.084
H 1.749 2.826 -1.053
H 2.765 3.790 -0.196
O 2.041 3.788 -0.857
H -3.659 1.017 0.695
H -3.555 2.524 0.483
O -3.985 1.726 0.135
H 2.759 1.072 -0.511
H 3.429 0.267 -1.556
O 3.625 0.870 -0.789
H 2.724 -0.045 2.622
H 3.153 1.291 2.332
O 2.959 0.733 3.103
H 2.055 -1.926 -1.042
H 3.411 -2.391 -1.375
O 2.727 -2.515 -0.771
H -1.964 -2.113 0.336
H -0.729 -2.296 2.402
O -0.713 -2.141 1.491
H -3.203 -0.208 2.768
H -2.846 -0.891 1.397
O -2.933 0.020 1.872

Record 8
The following is a quantum chemistry calculation of 9 unconnected molecules or ions with the total composition C4H26N2O10, from the Open Molecules 2025 dataset.

ΔE to the lowest compared entry with this formula, charge and spin   4.060 eV
Gap between HOMO and LUMO   9.27 eV
SMILES   C[C@@H](CN)NC(=O)O.O.O.O.O.O.O.O.O
Max |F|   0.128 Eh/bohr
DFT total energy   -1029.866445 a.u.

Geometry (Å):
C -1.808 -0.057 1.786
N -1.372 1.163 2.546
C -0.746 -0.209 0.628
C -1.216 0.609 -0.523
N -0.599 -1.668 0.280
C -0.384 -2.578 1.248
O -0.717 -3.821 0.954
O -0.199 -2.298 2.406
H -2.908 -0.165 1.443
H -1.742 -0.889 2.502
H -2.033 1.445 3.102
H -1.211 1.874 1.872
H 0.264 0.172 1.052
H -1.364 1.702 -0.337
H -2.103 0.200 -0.908
H -0.544 0.534 -1.398
H -0.525 -1.927 -0.682
H 0.064 -4.414 1.053
H -1.942 -2.475 -3.377
H -1.486 -3.752 -2.558
O -2.222 -3.230 -2.820
H -0.866 3.777 0.514
H -1.745 4.228 1.742
O -1.364 3.576 1.211
H 1.190 1.265 -2.970
H 0.601 1.265 -4.634
O 0.548 0.952 -3.727
H 2.069 2.494 1.941
H 1.136 1.371 1.918
O 1.609 1.949 1.312
H 2.181 0.671 0.374
H 3.455 -0.152 0.600
O 2.629 -0.138 0.097
H 0.052 -2.000 -3.881
H 0.005 -0.490 -3.537
O -0.572 -1.284 -3.838
H 4.063 1.369 -2.366
H 2.957 0.310 -1.636
O 3.233 0.968 -2.379
H 0.939 0.108 4.343
H 1.155 -0.540 3.047
O 1.519 0.085 3.601

Record 9
The following is a quantum chemistry calculation of 10 unconnected molecules or ions with the total composition C4H27NO9, from the Open Molecules 2025 dataset.

ΔE to the lowest compared entry with this formula, charge and spin   5.229 eV
Gap between HOMO and LUMO   9.93 eV
SMILES   C=NCCC.O.O.O.O.O.O.O.O.O
Max |F|   0.167 Eh/bohr
DFT total energy   -900.372880 a.u.

Geometry (Å):
C 1.476 -1.274 -0.173
C 0.129 -0.649 -0.483
C -1.038 -1.542 -0.098
C -3.454 -1.263 -0.051
N -2.320 -0.875 -0.539
H 2.350 -0.570 -0.308
H 1.433 -1.811 0.779
H 1.730 -2.280 -0.656
H 0.096 -0.322 -1.553
H 0.004 0.413 -0.081
H -0.934 -1.543 1.127
H -1.027 -2.615 -0.456
H -3.603 -2.211 0.561
H -4.417 -0.757 -0.435
H -0.188 -2.017 -4.419
H -0.543 -1.635 -2.964
O 0.131 -1.663 -3.677
H 0.177 -2.087 3.144
H -0.585 -3.380 3.398
O -0.572 -2.599 2.917
H 0.703 2.393 1.858
H -0.530 2.239 0.952
O -0.260 2.069 1.801
H -1.393 -0.812 3.460
H -1.071 0.817 3.151
O -1.059 0.063 3.933
H 3.688 0.667 -3.215
H 2.381 0.005 -2.694
O 2.902 0.794 -2.810
H 1.278 -0.457 3.860
H 0.301 -0.849 4.791
O 1.202 -1.018 4.647
H 1.366 2.160 -1.075
H 1.872 3.299 -0.445
O 1.538 2.446 -0.213
H -1.186 2.702 -1.635
H -0.869 3.636 -0.550
O -1.439 3.426 -1.267
H 1.094 1.845 -3.622
H 0.130 2.950 -3.773
O 0.504 2.307 -3.185

Record 10
The following is a quantum chemistry calculation of 10 unconnected molecules or ions with the total composition C4H28N2O10S, from the Open Molecules 2025 dataset.

ΔE to the lowest compared entry with this formula, charge and spin   2.666 eV
Gap between HOMO and LUMO   9.44 eV
SMILES   NC[C@@H](CS)NC=O.O.O.O.O.O.O.O.O.O
Max |F|   0.056 Eh/bohr
DFT total energy   -1429.326715 a.u.

Geometry (Å):
O -2.508 2.064 -0.695
C -1.325 2.393 -0.650
N -0.304 1.595 -0.353
C -0.356 0.170 -0.031
C -0.865 -0.636 -1.225
S 0.402 -1.530 -2.180
C -1.129 -0.182 1.233
N -0.612 -1.392 1.831
H -1.026 3.417 -0.913
H 0.644 1.913 -0.377
H 0.689 -0.042 0.196
H -1.710 -1.289 -0.997
H -1.289 -0.022 -2.023
H 0.327 -2.784 -1.681
H -0.878 0.658 1.902
H -2.205 -0.038 1.264
H -1.046 -1.697 2.681
H -0.606 -2.134 1.159
H -3.916 -1.701 0.067
H -4.630 -2.938 -0.446
O -3.896 -2.677 0.155
H 2.394 1.941 -1.713
H 2.869 1.316 -0.362
O 2.412 2.103 -0.753
H 1.095 3.562 2.318
H 1.428 3.044 0.908
O 0.872 2.853 1.698
H 4.209 1.142 1.099
H 3.110 0.224 1.728
O 3.694 0.348 0.935
H -3.345 0.721 -0.107
H -4.810 0.462 0.107
O -3.966 0.051 0.279
H 1.872 1.914 -3.737
H 2.919 0.759 -3.171
O 2.470 1.602 -3.077
H 2.942 -1.708 -1.556
H 3.745 -0.917 -0.505
O 3.845 -1.492 -1.270
H 1.408 1.268 2.240
H 1.132 -0.248 2.566
O 1.786 0.468 2.678
H -1.734 -4.408 -0.458
H -2.501 -3.964 0.762
O -1.610 -4.188 0.472

Record 11
The following is a quantum chemistry calculation of a molecular structure, C4H28NO11, from the Open Molecules 2025 dataset.

ΔE to the lowest compared entry with this formula, charge and spin   2.952 eV
Gap between HOMO and LUMO   9.77 eV
Max |F|   0.143 Eh/bohr
Charge   -1
DFT total energy   -1051.538142 a.u.

Geometry (Å):
C 1.002 -0.443 -1.013
C 1.596 0.249 -2.150
C 3.110 0.480 -2.312
O 1.046 1.624 -2.128
N -0.459 -0.705 -1.385
C -1.363 0.541 -1.449
O -1.665 0.950 -0.159
H 1.096 0.067 -0.024
H 1.456 -1.501 -0.885
H 1.153 -0.061 -3.124
H 3.449 1.313 -1.631
H 3.796 -0.232 -2.501
H 2.989 1.089 -3.185
H 1.132 2.121 -1.342
H -1.037 -1.214 -0.629
H -2.362 0.165 -1.925
H -1.133 1.232 -2.099
H 1.486 2.929 0.789
H 2.175 1.552 0.765
O 2.176 2.485 0.214
H -1.614 -2.619 -1.482
H -1.916 -3.268 -0.136
O -2.017 -3.393 -1.069
H -1.534 0.189 3.782
H -0.080 0.823 3.103
O -1.224 1.125 3.469
H -2.796 0.691 2.682
H -2.525 0.514 1.299
O -2.980 -0.025 1.932
H -1.492 -1.753 -3.723
H -0.592 -0.599 -3.057
O -0.984 -0.935 -3.919
H -2.868 -2.356 1.659
H -1.465 -1.894 1.836
O -1.960 -2.603 1.489
H -0.892 1.419 0.202
H -0.526 2.635 2.322
O -0.090 2.274 1.576
H 1.446 -2.224 1.137
H 1.381 -1.292 2.264
O 1.951 -2.063 1.898
H 0.401 1.640 2.200
H 1.539 0.566 3.779
O 1.193 0.505 2.930